1.
Molecular formula: C2H12NO4
Method: DFT, ωB97M-V/def2-TZVPD

Geometry (Å):
O1 -1.0701 1.9280 -0.0776
O2 0.6243 3.9384 -1.0890
O3 0.5844 -1.8599 2.1158
O4 0.0173 -3.0130 -0.3410
N1 0.3044 0.0010 0.6396
C1 -0.5810 -1.8449 -0.7843
C2 0.3637 -0.5763 -0.7494
H1 0.4065 -2.7003 0.5003
H2 1.4487 3.7475 -0.6836
H3 1.3940 -0.6371 -1.0975
H4 -0.9504 -1.9949 -1.8193
H5 -1.5445 2.4114 0.6412
H6 -0.1403 0.1076 -1.4316
H7 -0.5649 0.9824 0.3476
H8 0.4245 -0.8008 1.4615
H9 -0.2524 -2.0216 2.5403
H10 -1.4748 -1.5883 -0.1725
H11 0.0155 3.1603 -0.8258
H12 0.9951 0.7605 0.8252

ΔE to the lowest compared entry with this formula, charge and spin: 1.128 eV
LUMO: 3.91 eV
maximum force: 2.3 eV/A
DFT total energy: -11949.0740 eV
HOMO energy: -0.1634 Eh
total charge: -1
HOMO-LUMO gap: 8.352 eV

***

2.
Molecular formula: C41H80F9N2O5
Method: DFT, ωB97M-V/def2-TZVPD

Geometry (Å):
F1 -2.6849 -1.1168 1.4379
F2 -0.5351 0.6340 4.5197
F3 0.7512 -0.9437 5.9756
F4 -2.2069 0.0428 5.7549
F5 -0.2717 -2.6024 5.0422
F6 -0.9227 0.0651 1.9133
F7 -2.7990 -2.0313 4.1041
F8 -3.0667 0.0323 3.4951
F9 -1.0414 -1.7515 6.8405
O1 2.2373 -6.2013 4.2086
O2 5.3213 -2.0258 1.6106
O3 -1.3922 -4.1813 3.0828
O4 4.2931 -1.0135 3.2942
O5 -2.5759 -3.8557 1.2165
N1 -2.0004 -3.2403 -1.5146
N2 0.5691 -2.5286 2.3243
C1 1.1843 -4.9868 2.3477
C2 4.6392 5.5242 -2.9834
C3 2.0005 -0.4462 1.7633
C4 -7.5782 -9.0146 0.0150
C5 3.8072 2.9379 -1.4365
C6 -1.2908 -0.4236 4.8663
C7 1.4224 -3.5755 1.8071
C8 3.2831 -0.9649 1.1046
C9 -6.6143 0.5530 0.9656
C10 4.9287 5.2557 -1.5092
C11 6.3794 9.6193 -6.2803
C12 -1.5455 -1.1264 2.1992
C13 -0.5123 -2.0942 0.1522
C14 1.3837 -5.0953 3.8542
C15 -1.6569 -3.6069 2.0112
C16 8.2097 9.3645 -8.0430
C17 -6.8952 2.6452 -1.3258
C18 -5.9049 1.4815 -1.3305
C19 1.3100 -1.3798 2.7777
C20 4.3927 -1.3983 2.0109
C21 5.5103 7.2121 -6.5817
C22 -4.8159 -7.7199 0.7148
C23 4.0286 7.5716 -6.5260
C24 -6.3353 0.2659 -0.5088
C25 2.6965 3.3570 0.8236
C26 -5.3914 1.0660 1.7212
C27 -2.1335 -0.9653 3.6545
C28 6.7811 9.8092 -7.7420
C29 -0.7310 -2.3406 1.6910
C30 2.5572 3.4092 -0.6950
C31 -5.8756 -7.1232 -0.2116
C32 -0.4422 -1.4797 5.6809
C33 -7.3145 -7.5148 0.1197
C34 4.7623 -2.0022 4.2388
C35 -4.9947 -7.3838 2.1944
C36 4.1195 -1.7003 5.5911
C37 -4.9106 -5.8869 2.4818
C38 5.0629 3.7710 -1.1755
C39 6.3987 8.1704 -5.7905
C40 -8.2532 2.2910 -1.9255
C41 -0.6953 -3.2576 -0.8261
H1 -5.6533 -7.4314 -1.2394
H2 -5.7407 1.1604 -2.3643
H3 -8.9163 3.1583 -1.9245
H4 -6.9652 -9.5801 0.7180
H5 5.8360 7.1648 -7.6246
H6 -8.1450 1.9531 -2.9584
H7 0.6880 -0.7137 3.3587
H8 -6.4620 3.4711 -1.8972
H9 7.4253 7.7937 -5.8024
H10 -3.8351 -7.3611 0.3900
H11 -7.2256 -0.1839 -0.9589
H12 2.0675 -1.6873 3.4942
H13 -7.9836 -6.9906 -0.5689
H14 4.0166 1.9010 -1.1549
H15 -2.6520 -2.7552 -0.9127
H16 5.6418 6.2056 -6.1767
H17 -7.0312 3.0189 -0.3074
H18 3.7425 -0.6831 5.5843
H19 5.8864 3.3494 -1.7608
H20 1.3256 -0.1045 0.9840
H21 0.4152 -5.2582 4.3193
H22 3.6706 7.5805 -5.4947
H23 4.5801 6.5981 -3.1712
H24 -1.0990 -1.2655 -0.2383
H25 8.4587 9.5442 -9.0898
H26 -6.9557 -0.3724 1.4361
H27 4.4773 -2.9903 3.8859
H28 -5.5505 -0.4927 -0.5776
H29 -4.2115 -7.8963 2.7600
H30 3.4927 4.0121 1.1814
H31 -5.0370 2.0169 1.3169
H32 8.3497 8.2998 -7.8523
H33 3.4363 6.8425 -7.0803
H34 6.0879 8.1554 -4.7412
H35 6.6808 10.8685 -7.9929
H36 1.7705 3.6715 1.3062
H37 7.0535 10.2069 -5.6489
H38 5.8614 5.7566 -1.2361
H39 -4.7941 -8.8087 0.5940
H40 -0.5143 -4.2275 -0.3651
H41 3.2808 -2.3705 5.7591
H42 -4.5783 0.3498 1.6651
H43 -7.3613 -9.3776 -0.9923
H44 2.9183 2.3410 1.1545
H45 4.8440 -1.8533 6.3838
H46 -8.7482 1.5000 -1.3609
H47 3.6855 -0.1718 0.4713
H48 -5.6268 1.2257 2.7744
H49 5.4315 5.1162 -3.6152
H50 -5.0111 -5.6932 3.5514
H51 2.2932 4.4245 -1.0047
H52 0.5213 -1.7778 0.0259
H53 8.9252 9.9156 -7.4293
H54 5.3832 10.0436 -6.1291
H55 2.2588 0.4594 2.3180
H56 -8.6233 -9.2420 0.2350
H57 1.9380 -5.6125 1.8564
H58 -5.7934 -6.0340 -0.2012
H59 -3.9541 -5.4754 2.1558
H60 0.2201 -5.3754 2.0399
H61 3.0614 -1.7856 0.4280
H62 3.5967 2.9180 -2.5095
H63 3.8319 8.5523 -6.9621
H64 1.8417 -4.1943 4.2514
H65 1.9337 -6.9541 3.6960
H66 -5.9461 -7.7858 2.5616
H67 -5.7038 -5.3344 1.9728
H68 -7.4391 1.2667 1.0645
H69 -4.9366 1.8398 -0.9719
H70 0.0600 -3.1421 -1.6093
H71 2.4409 -3.3411 2.1241
H72 5.3587 3.6692 -0.1280
H73 3.6916 5.0843 -3.2971
H74 4.1481 5.7115 -0.8942
H75 5.8461 -1.9713 4.2991
H76 -2.3519 -4.1876 -1.5206
H77 -7.5761 -7.1663 1.1221
H78 1.7196 2.7741 -0.9938
H79 6.0862 9.2757 -8.3960
H80 1.5000 -3.6482 0.7142

LUMO: 2.03 eV
maximum force: 1.5 eV/A
DFT total energy: -81492.4419 eV
HOMO energy: -0.1957 Eh
total charge: -1
HOMO-LUMO gap: 7.353 eV

***

3.
Molecular formula: C28H21ClCrNO4
Method: DFT, ωB97M-V/def2-TZVPD

Geometry (Å):
Cr1 -0.7599 -3.1361 7.3923
Cl1 4.6046 0.2201 0.0079
O1 -3.8608 0.1312 2.1950
O2 -0.1781 -4.3098 4.6707
O3 0.7888 -5.6417 8.1886
O4 2.1262 -2.2906 6.8368
N1 -1.6686 0.8034 1.9780
C1 -0.4475 -3.8696 5.7209
C2 -4.1945 -5.4486 0.4133
C3 0.1985 -0.4703 1.2787
C4 -1.5401 -2.4041 9.2984
C5 -1.0883 -0.4422 2.0085
C6 -1.2808 -1.2991 8.4486
C7 -2.8451 -2.5759 2.7307
C8 1.1658 -1.5101 1.3868
C9 -4.4216 -6.5024 1.3147
C10 -3.0328 1.0003 2.2219
C11 -2.3645 -3.4699 8.8470
C12 -3.2502 -2.6665 4.1226
C13 -3.5159 -4.2574 0.7724
C14 -3.2612 2.4650 2.4885
C15 1.9492 0.8646 0.1655
C16 -1.5606 -1.5876 2.8700
C17 0.6117 0.6498 0.5288
C18 -2.6359 -2.3387 6.7075
C19 -3.1048 -4.0315 2.1058
C20 -1.8431 -1.2769 7.1732
C21 -2.9188 -2.5076 5.3092
C22 0.1290 -4.7017 8.0038
C23 2.4836 -1.3289 0.9802
C24 -2.8850 -3.4259 7.5595
C25 1.0090 -2.4791 7.1118
C26 2.9110 -0.1313 0.3899
C27 -3.1683 -5.1674 2.9439
C28 -3.9234 -6.3112 2.6034
H1 -1.6109 -0.4694 6.4891
H2 -2.3378 3.0749 2.5547
H3 -2.6372 -5.1668 3.8967
H4 -3.4445 -4.2621 7.1545
H5 -4.4773 -5.6212 -0.6213
H6 -3.2574 -3.5162 0.0046
H7 -1.0794 1.6282 1.9886
H8 -0.6231 -0.4811 8.7952
H9 -3.7818 2.5443 3.4516
H10 -3.3788 -1.8254 2.1325
H11 -3.9313 2.8906 1.7197
H12 2.2559 1.8448 -0.2099
H13 -0.1070 1.4390 0.3457
H14 0.9230 -2.4228 1.8916
H15 -4.0322 -7.0990 3.3305
H16 -5.0596 -7.3753 1.0533
H17 3.2809 -2.0303 1.1700
H18 -1.0931 -2.4434 10.3171
H19 -1.2987 -1.4673 4.0224
H20 -0.9435 -2.4609 2.6046
H21 -2.5702 -4.3308 9.5050

LUMO (alpha / beta): -6.26 / -10.25 eV
2S+1: 4
maximum force: 5.1 eV/A
DFT total energy: -79978.1600 eV
HOMO energy (alpha / beta): -0.4261 / -0.4908 Eh
<S²>: 3.8109
total charge: +2
HOMO-LUMO gap (alpha / beta): 5.339 / 3.107 eV

***

4.
Molecular formula: C14H13FeN2O3
Method: DFT, ωB97M-V/def2-TZVPD

Geometry (Å):
Fe1 2.5805 1.0134 -2.3324
O1 2.7475 -1.5644 -0.9684
O2 3.9736 1.9523 0.0262
O3 5.1248 0.8230 -3.7372
N1 -1.3704 -0.0842 0.9421
N2 -1.7930 -3.4997 3.1968
C1 -1.3121 0.9269 -0.0775
C2 -2.7494 -1.6440 2.0834
C3 4.0398 0.9423 -3.3435
C4 2.6982 -0.5972 -1.6139
C5 -1.6000 -2.3463 2.5191
C6 0.5595 2.5651 -0.5145
C7 3.3906 1.6923 -0.9449
C8 -0.4207 2.0532 0.2870
C9 -0.2428 -0.7092 1.3818
C10 -0.9180 0.2516 -1.4689
C11 -0.3118 -1.8534 2.1731
C12 0.8111 2.0924 -1.8979
C13 -2.5893 -0.5330 1.3037
C14 0.1556 0.9009 -2.2804
H1 1.0921 2.8555 -2.6513
H2 -3.4375 0.0575 0.9403
H3 0.7112 -0.2503 1.0863
H4 -3.7720 -1.9778 2.2946
H5 -2.3512 1.2835 -0.1686
H6 0.6161 -2.3471 2.4837
H7 -2.7356 -3.8287 3.3738
H8 -0.7282 -0.8436 -1.3987
H9 -1.0165 -4.0466 3.5257
H10 0.1890 0.5331 -3.3201
H11 1.1652 3.4136 -0.1644
H12 -0.6328 2.4668 1.2785
H13 -1.8734 0.3019 -2.0136

ΔE to the lowest compared entry with this formula, charge and spin: 0.000 eV
LUMO (alpha / beta): -3.55 / -6.19 eV
2S+1: 5
maximum force: 6.6 eV/A
DFT total energy: -58227.2010 eV
HOMO energy (alpha / beta): -0.3238 / -0.4157 Eh
<S²>: 6.0641
total charge: +1
HOMO-LUMO gap (alpha / beta): 5.259 / 5.123 eV

***

5.
Molecular formula: C43H51FeN6O2P2S2SbSe4
Method: DFT, ωB97M-V/def2-TZVPD

Geometry (Å):
Sb1 0.5553 -16.9334 11.3686
Se1 3.5307 -18.3895 10.2794
Se2 -0.2069 -19.1191 11.0575
Se3 1.1916 -16.1086 13.6599
Se4 0.3756 -15.6064 9.5165
Fe1 5.2023 -19.9419 10.4649
S1 13.2592 -15.3829 11.9122
S2 6.2616 -20.6334 7.8409
P1 7.2796 -17.1027 10.5662
P2 8.6957 -19.0652 12.0062
O1 6.5845 -21.5531 10.1773
O2 3.8851 -23.5630 16.4813
N1 7.0615 -22.4362 9.2750
N2 4.3610 -20.9374 12.1445
N3 5.1580 -17.6439 14.2935
N4 5.3376 -17.8931 15.7030
N5 1.7443 -22.9134 16.2099
N6 8.7927 -17.5270 11.2470
C1 8.9740 -18.4035 14.5511
C2 7.5438 -23.6047 9.6957
C3 4.8488 -14.4135 12.3968
C4 4.1545 -17.5635 16.5474
C5 10.4368 -15.6887 11.7563
C6 3.5003 -22.1909 14.5377
C7 6.9565 -22.1277 7.9562
C8 11.3147 -21.6426 9.2189
C9 2.7211 -21.2862 13.8568
C10 3.0725 -22.9560 15.8216
C11 8.0444 -15.7974 6.6488
C12 6.8250 -14.5261 13.7524
C13 2.8513 -18.2734 16.1867
C14 7.7702 -24.5959 8.7644
C15 13.0477 -14.7198 13.5886
C16 4.6052 -17.9240 17.9589
C17 11.0781 -18.8125 13.5248
C18 7.3355 -23.0741 6.9286
C19 10.5812 -20.5678 8.7151
C20 11.7204 -18.4847 14.7217
C21 7.9792 -14.6622 9.1575
C22 9.8050 -19.8211 9.5921
C23 5.1335 -21.7944 12.7951
C24 3.1799 -20.6663 12.6787
C25 5.4678 -15.2537 11.4417
C26 8.2225 -13.8745 8.0659
C27 11.3174 -21.9360 10.5756
C28 7.7324 -16.0414 9.0927
C29 4.7578 -22.4249 13.9757
C30 9.8482 -20.0657 10.9754
C31 7.8471 -16.6204 7.7898
C32 9.5953 -18.0487 15.7296
C33 10.1223 -16.9336 10.9336
C34 10.6074 -21.1431 11.4614
C35 8.2054 -14.4455 6.8088
C36 11.6468 -14.8471 11.3137
C37 3.8430 -16.0614 16.4860
C38 10.9809 -18.1419 15.8500
C39 9.6907 -18.7805 13.4576
C40 7.3515 -15.4377 12.8782
C41 7.6480 -24.3340 7.3949
C42 6.7215 -15.7950 11.6988
C43 5.5294 -14.0282 13.5354
H1 7.7518 -25.1225 6.6626
H2 5.4406 -23.1068 14.5177
H3 12.8626 -13.6374 13.5520
H4 4.6486 -15.4330 16.9480
H5 4.7183 -18.9870 18.1020
H6 7.3480 -14.2380 14.6497
H7 1.6863 -21.0095 14.1635
H8 7.3574 -22.7079 5.8922
H9 8.4102 -13.8049 5.9683
H10 5.0600 -13.3954 14.2789
H11 3.8741 -17.5338 18.6960
H12 4.9265 -15.5479 10.5733
H13 8.4042 -12.8017 8.2568
H14 13.9926 -14.8838 14.0932
H15 11.6731 -14.6935 10.2236
H16 6.1326 -22.0309 12.4020
H17 7.9469 -14.1231 10.1328
H18 10.1121 -16.6989 9.8781
H19 11.6520 -19.1109 12.6602
H20 11.8841 -22.7606 10.9487
H21 11.4790 -13.8698 11.7995
H22 9.6082 -14.9943 11.7630
H23 8.0982 -25.5637 9.1354
H24 1.9489 -17.9162 16.6674
H25 9.1527 -19.0091 9.2216
H26 2.5888 -19.9152 12.1582
H27 2.8993 -19.3817 16.3643
H28 8.3189 -15.8929 13.1772
H29 7.7107 -17.6796 7.6820
H30 1.0068 -22.8146 15.5275
H31 3.6484 -15.7374 15.4375
H32 5.5242 -18.8964 15.7785
H33 4.2566 -17.9476 13.9530
H34 11.5109 -17.9139 16.7714
H35 9.0292 -17.7852 16.6131
H36 5.1899 -16.6499 14.1560
H37 8.1195 -16.2169 5.6628
H38 7.6608 -23.6539 10.7569
H39 12.2549 -15.2205 14.1421
H40 2.8610 -15.8780 16.9694
H41 10.5545 -16.0295 12.8051
H42 1.5189 -23.5401 16.9382
H43 11.8921 -22.2751 8.6138
H44 12.7881 -18.5153 14.7857
H45 10.8949 -17.6962 11.1455
H46 7.8783 -18.2811 14.5137
H47 5.5948 -17.4955 18.1278
H48 2.6441 -18.1015 15.1242
H49 10.6359 -20.3415 7.6558
H50 3.8478 -14.0749 12.1829
H51 10.6786 -21.3191 12.5229

ΔE to the lowest compared entry with this formula, charge and spin: 0.000 eV
LUMO (alpha / beta): 1.50 / 1.09 eV
2S+1: 6
maximum force: 3.4 eV/A
DFT total energy: -401013.7906 eV
HOMO energy (alpha / beta): -0.1789 / -0.1786 Eh
<S²>: 8.7695
total charge: -1
HOMO-LUMO gap (alpha / beta): 6.366 / 5.953 eV

***

6.
Molecular formula: C4H7FN2S
Method: DFT, ωB97M-V/def2-TZVPD

Geometry (Å):
S1 2.0530 -0.4137 1.6735
F1 -1.2315 -1.7237 0.0658
N1 -0.0463 -0.0468 -2.6111
N2 -0.5225 1.0775 -0.6594
C1 -0.0825 -1.1086 -0.1953
C2 -0.2587 -0.1286 -1.2728
C3 -0.4966 0.8019 0.8094
C4 0.2667 -0.4355 1.1037
H1 -1.6332 0.5884 1.1131
H2 -0.7939 1.8397 -0.9041
H3 0.0900 -0.9895 -3.0093
H4 -0.3123 -0.6967 1.9748
H5 -0.1104 1.6532 1.4295
H6 2.3480 1.3846 1.3338
H7 0.7302 -1.8020 -0.8514

ΔE to the lowest compared entry with this formula, charge and spin: 4.961 eV
LUMO: -0.64 eV
maximum force: 15.2 eV/A
DFT total energy: -20789.5769 eV
HOMO energy: -0.3293 Eh
total charge: 0
HOMO-LUMO gap: 8.322 eV